The following is a quantum chemistry calculation of C28H34EuNO as an isolated structure in a non-equilibrium geometry, from the OMol25 dataset.

Calculated values
HOMO-LUMO gap (spin up / spin down)	0.2246 / 0.2489	Ha
⟨S²⟩	15.761
largest force on an atom	2.63	eV Å⁻¹

Structure (ORCA input):
```
! RIJCOSX wB97M-V def2-TZVPD def2/J DEFGRID3
* xyz -1 8
C 2.353 0.142 0.768
C 2.343 -0.605 -0.447
C 2.084 0.289 -1.512
H 2.542 -1.672 -0.543
C 1.923 1.602 -0.971
C 2.111 1.511 0.438
H 1.787 2.523 -1.548
C -1.480 -2.288 1.108
C -0.211 -2.646 0.556
C -0.290 -2.543 -0.853
H 0.671 -2.948 1.118
C -1.612 -2.115 -1.186
C -2.352 -1.978 0.030
H 2.119 0.044 -2.577
H 2.073 2.343 1.146
H 2.549 -0.255 1.765
H -3.392 -1.658 0.092
H 0.503 -2.762 -1.573
H -1.743 -2.275 2.163
Eu -0.436 0.298 0.134
C -2.053 -1.539 -2.514
C -3.571 -1.606 -2.736
C -1.306 -2.189 -3.679
H -3.935 -2.626 -2.555
H -3.815 -1.346 -3.776
H -4.138 -0.928 -2.087
H -1.475 -3.278 -3.638
H -0.226 -1.997 -3.621
H -1.675 -1.796 -4.641
C -1.587 -0.055 -2.309
C -2.098 1.176 -3.040
H -0.469 -0.032 -2.394
H -2.027 0.190 -1.299
O -2.822 1.953 -2.397
N -1.470 1.419 -4.278
C -0.300 2.318 -4.103
H -2.129 1.800 -4.958
C 0.994 1.784 -4.635
C 2.150 2.549 -4.422
H 2.054 3.516 -3.912
C 3.396 2.082 -4.845
H 4.289 2.677 -4.637
C 3.485 0.854 -5.517
H 4.459 0.499 -5.858
C 2.329 0.103 -5.754
H 2.396 -0.851 -6.281
C 1.077 0.561 -5.307
H 0.164 -0.012 -5.485
H -0.140 2.538 -3.032
H -0.535 3.295 -4.550
C 1.138 -0.490 4.945
C -0.197 0.277 4.835
C -1.352 -0.565 5.398
C -0.089 1.608 5.585
C -0.498 0.613 3.450
C -0.861 1.010 2.340
H 1.355 -0.696 6.003
H 1.956 0.112 4.520
H 1.080 -1.444 4.399
H -1.201 -0.752 6.469
H -2.305 -0.038 5.251
H -1.403 -1.529 4.871
H 0.744 2.198 5.176
H -1.013 2.189 5.460
H 0.088 1.439 6.655
*
```

=====

The following is a quantum chemistry calculation of a 3-piece molecular cluster, CHF3N2 overall in a non-equilibrium geometry, from the OMol25 dataset.

Calculated values
HOMO-LUMO gap (spin up / spin down)	0.3592 / 0.3529	Ha
largest force on an atom	4.04	eV Å⁻¹

Structure (ORCA input):
```
! RIJCOSX wB97M-V def2-TZVPD def2/J DEFGRID3
* xyz 0 1
C -1.885 -0.141 -0.129
N 1.396 0.149 -0.307
N -0.930 -0.092 -0.701
F -2.932 -0.172 0.540
F 1.308 1.383 0.342
F 0.638 -1.233 0.827
H 2.403 0.106 -0.572
*
```

=====

The following is a quantum chemistry calculation of a 13-piece molecular cluster, C2H29O13 overall in a non-equilibrium geometry, from the OMol25 dataset.

Calculated values
HOMO-LUMO gap	0.2859	Ha
largest force on an atom	1.02	eV Å⁻¹

Structure (ORCA input):
```
! RIJCOSX wB97M-V def2-TZVPD def2/J DEFGRID3
* xyz -1 1
C 23.953 26.956 5.240
C 23.175 27.217 6.520
O 22.521 28.417 6.598
H 24.783 27.667 5.164
H 23.370 27.090 4.319
H 24.381 25.944 5.153
H 23.923 27.122 7.344
H 22.413 26.412 6.620
O 23.731 24.136 2.861
H 24.647 24.005 2.591
H 23.734 24.994 3.312
O 24.612 30.403 4.700
H 24.056 29.852 5.291
H 24.358 31.307 4.911
O 21.357 23.582 6.191
H 22.304 23.755 6.275
H 21.035 23.552 7.101
O 19.759 26.434 5.645
H 19.957 25.487 5.637
H 20.608 26.851 5.870
O 20.693 28.099 8.650
H 21.375 28.383 7.970
H 19.982 27.726 8.117
O 24.441 30.034 7.778
H 23.609 29.591 7.452
H 24.831 29.357 8.376
O 23.015 26.045 9.632
H 23.298 26.764 9.050
H 22.335 26.453 10.184
O 24.212 27.654 1.949
H 24.340 27.470 1.011
H 24.914 27.159 2.403
O 26.959 29.431 6.383
H 26.014 29.720 6.396
H 26.972 28.642 6.930
O 27.319 27.852 3.671
H 27.157 28.316 4.513
H 27.043 28.504 3.013
O 25.753 28.043 9.402
H 26.131 27.202 9.116
H 25.865 28.054 10.361
O 21.147 29.687 4.325
H 21.670 29.370 5.097
H 20.434 29.043 4.254
*
```

=====

The following is a quantum chemistry calculation of C23H23F4InN3O3S as an isolated structure, from the OMol25 dataset.

Calculated values
HOMO-LUMO gap	0.2869	Ha
largest force on an atom	0.12	eV Å⁻¹

Structure (ORCA input):
```
! RIJCOSX wB97M-V def2-TZVPD def2/J DEFGRID3
* xyz 1 1
In -0.190 -0.006 -0.290
C -2.596 0.488 1.763
N -1.515 -0.475 1.494
C -2.077 -1.841 1.440
C -0.469 -0.406 2.550
C 0.340 0.889 2.503
N 0.802 1.138 1.140
C 1.998 1.759 0.903
C 2.583 1.646 -0.364
F 1.904 0.913 -1.306
C 3.782 2.221 -0.710
F 4.242 2.048 -1.952
C 4.496 2.967 0.206
C 3.933 3.124 1.456
F 4.554 3.872 2.370
C 2.717 2.560 1.799
F 2.205 2.843 3.014
H -3.105 0.228 2.695
H -3.317 0.465 0.946
H -2.192 1.493 1.856
H -2.541 -2.093 2.398
H -1.285 -2.553 1.222
H -2.836 -1.890 0.660
H 0.201 -1.251 2.380
H -0.936 -0.528 3.532
H 1.176 0.752 3.189
H -0.245 1.729 2.892
H 5.446 3.414 -0.046
O 1.120 -3.754 -1.383
C 0.666 -2.643 -1.271
O 0.629 -1.924 -0.189
C 0.037 -1.987 -2.498
C 0.021 -2.641 -3.715
C -0.575 -2.017 -4.797
C -1.144 -0.761 -4.629
C -1.092 -0.166 -3.385
N -0.507 -0.772 -2.343
H 0.475 -3.619 -3.777
H -0.600 -2.502 -5.763
H -1.623 -0.247 -5.449
H -1.521 0.805 -3.189
C -2.586 3.994 -1.220
S -1.331 3.080 -0.337
O -1.421 1.700 -1.017
C 0.123 3.858 -0.977
C 0.849 4.667 -0.115
C 1.987 5.299 -0.596
C 2.389 5.096 -1.908
C 1.663 4.264 -2.753
C 0.516 3.640 -2.291
H -2.399 3.906 -2.288
H -2.528 5.034 -0.902
H -3.552 3.570 -0.953
H 0.540 4.793 0.916
H 2.567 5.934 0.060
H 3.285 5.579 -2.275
H 1.994 4.099 -3.769
H -0.053 2.978 -2.932
*
```

=====

The following is a quantum chemistry calculation of C45H57F4N6O3V as an isolated structure, from the OMol25 dataset.

Calculated values
HOMO-LUMO gap (spin up / spin down)	0.2227 / 0.2671	Ha
⟨S²⟩	3.761
largest force on an atom	0.92	eV Å⁻¹

Structure (ORCA input):
```
! RIJCOSX wB97M-V def2-TZVPD def2/J DEFGRID3
* xyz -1 4
V 0.250 -0.824 0.317
C 0.963 -2.917 2.673
N -0.043 -1.917 2.295
C -1.364 -2.565 2.276
C -0.060 -0.833 3.307
C 0.908 0.322 3.035
N 0.975 0.607 1.617
C 1.542 1.721 1.160
C 1.603 1.899 -0.249
F 1.013 0.927 -1.026
C 2.185 2.969 -0.869
F 2.202 3.019 -2.213
C 2.743 4.012 -0.144
C 2.678 3.891 1.230
F 3.200 4.870 1.998
C 2.108 2.810 1.869
F 2.119 2.816 3.230
H 0.700 -3.363 3.642
H 1.943 -2.459 2.750
H 1.014 -3.710 1.928
H -1.649 -2.898 3.284
H -1.335 -3.434 1.619
H -2.106 -1.859 1.903
H 0.159 -1.263 4.295
H -1.074 -0.447 3.327
H 1.900 0.089 3.447
H 0.535 1.173 3.616
H 3.209 4.857 -0.624
C 2.855 -2.521 -3.695
C 2.443 -1.227 -2.988
C 2.163 -0.121 -4.007
C 3.487 -0.830 -1.958
C 4.677 -0.244 -2.371
C 5.652 0.119 -1.457
C 5.434 -0.099 -0.108
C 4.255 -0.683 0.344
C 4.056 -0.981 1.811
C 4.663 -2.343 2.161
C 4.592 0.113 2.731
C 3.283 -1.067 -0.587
N 2.058 -1.689 -0.211
C 1.980 -3.015 -0.375
O 2.896 -3.843 -0.447
C 0.556 -3.489 -0.608
C 0.298 -4.808 -0.932
C -0.979 -5.153 -1.355
C -1.924 -4.154 -1.501
C -1.583 -2.850 -1.169
N -0.382 -2.532 -0.689
C -2.551 -1.724 -1.427
O -3.562 -2.006 -2.103
N -2.159 -0.570 -0.927
C -3.010 0.522 -1.217
C -2.613 1.421 -2.223
C -3.372 2.559 -2.468
C -4.519 2.823 -1.738
C -4.923 1.920 -0.767
C -4.198 0.762 -0.503
C -4.735 -0.230 0.509
C -5.794 -1.142 -0.122
C -5.336 0.444 1.744
C -1.394 1.093 -3.064
C -1.799 0.176 -4.223
C -0.659 2.322 -3.591
H 2.061 -2.862 -4.365
H 3.755 -2.355 -4.294
H 3.069 -3.312 -2.974
H 1.509 -1.418 -2.455
H 3.026 0.059 -4.653
H 1.328 -0.411 -4.649
H 1.907 0.815 -3.514
H 4.845 -0.069 -3.428
H 6.576 0.573 -1.796
H 6.194 0.191 0.607
H 2.978 -1.040 1.949
H 5.745 -2.324 2.003
H 4.479 -2.595 3.210
H 4.245 -3.125 1.525
H 5.683 0.164 2.700
H 4.199 1.094 2.455
H 4.309 -0.091 3.767
H 1.115 -5.514 -0.869
H -1.216 -6.179 -1.609
H -2.919 -4.323 -1.886
H -3.066 3.255 -3.240
H -5.097 3.720 -1.929
H -5.834 2.114 -0.213
H -3.890 -0.840 0.831
H -6.675 -0.551 -0.394
H -5.405 -1.626 -1.015
H -6.111 -1.908 0.592
H -6.313 0.880 1.521
H -5.487 -0.289 2.541
H -4.698 1.240 2.122
H -0.709 0.535 -2.425
H -2.470 0.709 -4.903
H -0.919 -0.140 -4.791
H -2.325 -0.709 -3.861
H -1.272 2.888 -4.296
H -0.361 2.992 -2.782
H 0.244 2.016 -4.125
C -1.780 4.297 2.662
N -1.812 3.083 1.878
C -1.374 3.245 0.506
C -2.090 1.849 2.367
C -2.548 1.761 3.814
O -1.982 0.834 1.693
H -0.746 4.623 2.825
H -2.256 4.169 3.627
H -2.303 5.091 2.124
H -0.384 3.708 0.481
H -2.082 3.878 -0.035
H -1.338 2.273 0.025
H -3.359 2.455 4.035
H -1.720 1.972 4.494
H -2.903 0.749 3.986
*
```